41
Properties=species:S:1:pos:R:3:forces:R:3:lowdin_charge:R:1 method="wB97M-V/def2-TZVPD" total_charge=+2 e_tot_ev=-28260.0487 homo_energy_ev=-14.3 spin_multiplicity=1 fmax_ha_per_bohr=0.1043 homo_lumo_gap_ha=0.26348
Li 0.5001 -2.9390 3.8555 0.046 -0.527 -0.777 0.88
Li -0.4710 -4.2781 0.5433 0.414 0.514 -0.069 0.86
Li -0.8906 -0.5914 3.0769 0.469 1.081 -1.452 0.76
Li 0.7821 -0.9430 -1.0567 -0.516 0.401 -0.039 0.68
C 0.2286 -2.1822 1.1467 -2.255 3.207 -2.119 -1.06
O -0.2001 -2.9610 2.0366 -0.004 -3.567 4.003 -0.23
O 0.5272 -2.5912 0.0084 1.318 -2.477 -1.754 -0.14
O -0.0270 -0.9704 1.2731 0.679 2.372 1.792 -0.12
N 0.6993 -1.3373 -3.0251 -0.902 -0.021 -3.323 -0.03
C 0.3202 -0.6220 -4.2037 0.826 -2.137 1.016 -0.08
C 0.1488 -1.2614 -5.4405 0.170 -0.370 1.065 -0.03
C 0.4506 -2.6450 -5.5729 0.611 1.160 -0.335 -0.04
C 0.8287 -3.3342 -4.4661 -0.551 0.002 2.283 -0.06
C 0.8425 -2.6678 -3.2236 0.776 1.460 0.002 -0.15
H 0.2923 0.4558 -4.1401 -0.320 0.000 0.270 0.10
H -0.2251 -0.6982 -6.2827 0.291 0.110 -0.084 0.11
H 0.6265 -3.1225 -6.5255 -0.738 0.123 -0.317 0.12
H 1.0212 -4.3942 -4.3896 0.233 -0.044 -0.616 0.11
H 1.2021 -3.1413 -2.3220 -0.215 -0.637 -0.011 0.08
N 0.2770 1.2163 3.4414 0.090 1.488 2.301 -0.03
C 0.0802 1.6869 4.7630 0.483 -0.447 -2.061 -0.14
C 0.9677 2.4854 5.4407 1.930 0.035 -1.487 -0.04
C 2.2277 2.7694 4.7838 -1.689 -0.455 0.129 0.00
C 2.4521 2.2907 3.4784 -0.545 1.491 1.516 -0.04
C 1.4002 1.6820 2.8272 -0.548 -2.458 0.612 -0.15
H -0.8511 1.4451 5.2536 -0.214 -0.306 -0.172 0.10
H 0.7325 2.8390 6.4337 0.120 0.090 -0.019 0.11
H 2.9388 3.4056 5.2897 0.237 -0.183 0.017 0.11
H 3.3827 2.5107 2.9764 -0.055 -0.015 -0.120 0.12
H 1.5679 1.2765 1.8404 -0.245 0.168 -0.286 0.09
N -0.6553 0.6858 -1.1288 -0.662 -0.535 -0.203 -0.01
C -0.6144 1.8120 -0.3953 1.598 -0.703 -1.097 -0.17
C -1.6823 2.5464 -0.0488 -1.960 0.603 0.960 -0.07
C -2.9527 2.0773 -0.3609 0.849 -0.377 -0.790 -0.04
C -3.0367 0.9396 -1.1776 -0.096 0.794 0.376 -0.03
C -1.8640 0.2558 -1.5631 -0.340 1.223 1.695 -0.12
H 0.3603 2.1976 -0.1354 0.303 -0.262 0.022 0.11
H -1.6020 3.4488 0.5393 0.292 0.061 -0.012 0.12
H -3.7948 2.6521 -0.0047 -0.333 -0.256 -0.248 0.12
H -4.0437 0.7026 -1.4875 0.146 -0.694 -0.253 0.11
H -1.9466 -0.7010 -2.0573 0.307 0.088 -0.416 0.10